Record 1
16
Properties=species:S:1:pos:R:3:mulliken_charge:R:1 method="wB97M-V/def2-TZVPD" multiplicity=1 e_homo_ev=-7.526 fmax_ha_per_bohr=0.1377 relative_energy_kcal_mol=133.7 e_tot_ev=-10336.930
C -1.95 1.31 0.32 -0.676
C -0.04 0.21 0.46 0.162
C 2.14 -0.77 0.27 -0.381
C 1.41 -0.71 -0.87 -0.534
C 0.08 -0.27 -0.88 0.460
H -1.63 1.86 -0.75 0.267
H -2.80 0.60 -0.02 0.255
H -2.28 2.18 0.94 0.314
H 1.45 0.25 1.98 0.216
H 2.73 -1.94 0.92 0.214
H 1.64 -1.38 -1.80 0.218
H -1.32 -1.48 -1.43 0.294
H -0.77 -0.47 -2.69 0.327
N 1.17 -0.25 1.22 -0.162
N -1.10 -0.46 -1.58 -0.559
O -0.92 0.83 1.19 -0.416

---

Record 2
13
Properties=species:S:1:pos:R:3:mulliken_charge:R:1 method="wB97M-V/def2-TZVPD" multiplicity=1 e_homo_ev=-7.590 fmax_ha_per_bohr=0.1364 smiles=Nc1ccc(O)[nH]1 relative_energy_kcal_mol=79.5 e_tot_ev=-9270.056
N -2.22 -0.37 0.39 -0.591
C -0.91 0.04 0.08 0.472
C -0.20 1.29 0.24 -0.727
C 1.12 1.02 -0.04 -0.345
C 1.29 -0.34 -0.06 0.257
O 2.38 -1.14 -0.14 -0.523
N 0.07 -0.95 0.00 -0.058
H -2.78 -0.60 -0.44 0.264
H -2.73 0.37 0.88 0.293
H -1.01 1.44 -0.74 0.011
H 1.91 1.76 -0.12 0.374
H 3.16 -0.56 -0.17 0.337
H -0.08 -1.95 0.11 0.236

---

Record 3
12
Properties=species:S:1:pos:R:3:mulliken_charge:R:1 method="wB97M-V/def2-TZVPD" multiplicity=1 e_homo_ev=-9.530 fmax_ha_per_bohr=0.1039 smiles="C=C(C)F.O" relative_energy_kcal_mol=21.1 e_tot_ev=-7988.177
C -0.61 -0.76 1.01 -0.782
C -1.12 -0.19 -0.03 0.727
C -0.72 1.16 -0.52 -0.997
F -2.34 -0.79 -0.54 -0.299
H 0.29 -0.50 1.51 0.216
H -1.05 -1.63 1.46 0.287
H -0.15 1.15 -1.52 0.179
H -0.02 1.51 0.24 0.304
H -1.58 1.77 -0.68 0.363
O 2.19 -0.53 -0.03 -0.571
H 2.99 -1.12 -0.12 0.295
H 2.12 -0.07 -0.79 0.279

---

Record 4
53
Properties=species:S:1:pos:R:3:mulliken_charge:R:1 method="wB97M-V/def2-TZVPD" multiplicity=1 e_homo_ev=-7.418 fmax_ha_per_bohr=0.0341 smiles="NC[C@@H](O)C[C@H]1C[C@H](C(=O)[O-])C[NH2+]1.O=C1CCCO1.O=C1CCCO1" relative_energy_kcal_mol=58.2 e_tot_ev=-34357.760
N -0.45 -2.67 -2.48 -0.818
C -0.78 -1.51 -1.64 -0.339
C 0.20 -1.40 -0.45 1.174
O 1.39 -2.17 -0.65 -0.668
C 0.61 0.02 -0.05 -1.235
C 1.03 1.01 -1.13 -0.027
C 2.04 0.65 -2.22 -1.186
C 1.21 0.55 -3.53 1.004
C 2.00 0.74 -4.84 0.277
O 3.22 0.56 -4.80 -0.711
O 1.25 1.06 -5.79 -0.729
C 0.16 1.61 -3.35 -1.177
N -0.10 1.76 -1.86 0.072
H -0.96 -2.57 -3.36 0.291
H 0.53 -2.62 -2.75 0.278
H -1.78 -1.70 -1.24 0.396
H -0.84 -0.60 -2.24 0.160
H -0.32 -1.82 0.41 -0.164
H 1.14 -3.09 -0.50 0.407
H 1.49 -0.09 0.58 0.464
H -0.15 0.46 0.60 0.256
H 1.52 1.80 -0.54 0.259
H 2.69 -0.18 -1.99 0.470
H 2.65 1.55 -2.37 0.371
H 0.78 -0.46 -3.54 -0.288
H 0.44 2.56 -3.81 0.426
H -0.76 1.32 -3.85 0.251
H -1.01 1.40 -1.61 0.424
H 0.01 2.75 -1.65 0.429
O -2.45 -2.54 2.88 -0.591
C -1.46 -3.18 3.02 0.461
C -0.96 -3.88 4.27 -0.416
C 0.51 -4.16 3.94 -0.592
C 0.47 -4.28 2.42 -0.353
O -0.59 -3.40 2.00 -0.310
H -1.53 -4.80 4.40 0.256
H -1.09 -3.24 5.14 0.297
H 0.92 -5.04 4.43 0.349
H 1.12 -3.30 4.23 0.281
H 0.23 -5.29 2.09 0.262
H 1.40 -3.96 1.95 0.313
O 1.20 2.89 1.98 -0.556
C 0.12 3.34 1.77 0.444
C -0.45 4.68 2.18 -0.490
C -1.95 4.50 1.97 -0.546
C -1.99 3.47 0.85 -0.494
O -0.81 2.65 1.04 -0.191
H -0.03 5.45 1.52 0.247
H -0.18 4.91 3.21 0.330
H -2.48 5.42 1.72 0.343
H -2.40 4.08 2.87 0.283
H -1.93 3.93 -0.14 0.267
H -2.86 2.83 0.89 0.344

---

Record 5
20
Properties=species:S:1:pos:R:3:mulliken_charge:R:1 method="wB97M-V/def2-TZVPD" multiplicity=1 e_homo_ev=-8.439 fmax_ha_per_bohr=0.0774 relative_energy_kcal_mol=75.4 e_tot_ev=-30042.203
C -4.30 0.23 0.87 -0.187
C -3.23 0.08 0.33 -0.886
C -1.40 -0.79 -1.26 -0.595
C -0.67 0.12 0.77 -0.307
C -1.85 0.27 -0.19 0.424
C 3.22 0.55 0.75 -0.823
N 2.66 -0.56 0.08 -0.203
O 1.68 0.91 -1.82 -0.418
P 2.31 -0.37 -1.60 0.234
S -0.27 -1.57 -0.01 -0.235
H -5.29 -0.07 1.04 0.381
H -2.25 -1.48 -1.40 0.418
H -0.92 -0.43 -2.32 0.235
H 0.15 0.70 0.37 0.115
H -0.85 0.43 1.88 0.374
H -1.84 1.32 -0.48 0.301
H 2.90 1.41 0.15 0.297
H 2.90 0.47 1.75 0.266
H 4.26 0.30 0.67 0.349
H 2.77 -1.53 0.40 0.262

---

Record 6
14
Properties=species:S:1:pos:R:3:mulliken_charge:R:1 method="wB97M-V/def2-TZVPD" multiplicity=1 e_homo_ev=-14.765 total_charge=+1 fmax_ha_per_bohr=0.1330 relative_energy_kcal_mol=149.1 e_tot_ev=-6791.623
C 0.95 -0.16 2.52 -0.270
C 0.20 -0.32 1.55 -0.205
C -0.07 -0.59 0.22 0.581
C -0.27 -1.97 -0.34 -1.033
C -0.15 1.85 0.00 -0.933
N 0.06 0.57 -0.72 -0.135
H -0.59 -2.63 0.48 0.346
H 0.81 -2.22 -0.74 0.323
H -1.14 -1.97 -1.14 0.376
H -0.96 1.67 0.70 0.414
H 0.65 1.89 0.79 0.405
H -0.15 2.71 -0.73 0.345
H 1.03 0.74 -0.96 0.394
H -0.37 0.43 -1.62 0.393

---

Record 7
18
Properties=species:S:1:pos:R:3:mulliken_charge:R:1 method="wB97M-V/def2-TZVPD" multiplicity=1 e_homo_ev=-7.968 fmax_ha_per_bohr=0.0919 relative_energy_kcal_mol=14.8 e_tot_ev=-23118.140
C 0.70 -0.43 1.60 -0.435
C 1.61 -0.30 0.52 0.482
C 0.84 -0.22 -0.64 -0.020
C -3.20 0.06 0.20 -0.999
N -0.54 -0.48 1.14 -0.845
N -0.51 -0.30 -0.21 0.502
N 3.02 -0.52 0.41 -0.564
N 1.04 -0.28 -2.03 -0.573
O -1.93 0.53 -2.18 -0.584
S -1.97 -0.46 -1.07 0.439
H 1.04 -0.56 2.59 0.413
H -4.13 0.03 -0.24 0.446
H -2.86 1.01 0.73 0.299
H -3.31 -0.71 0.83 0.411
H 3.45 -0.69 1.33 0.236
H 3.62 0.16 -0.03 0.236
H 1.29 0.54 -2.56 0.246
H 0.11 -0.58 -2.33 0.310

---

Record 8
86
Properties=species:S:1:pos:R:3:mulliken_charge:R:1 method="wB97M-V/def2-TZVPD" multiplicity=1 e_homo_ev=-6.991 fmax_ha_per_bohr=0.1775 relative_energy_kcal_mol=42.8 e_tot_ev=-53393.498
N -1.06 0.22 1.30 1.034
H -0.51 0.54 2.17 -0.416
H -0.62 -0.67 1.06 0.214
H -0.96 1.01 0.90 -0.060
H -2.06 0.19 1.63 0.168
O 1.37 -0.91 2.26 -0.848
H 1.41 -1.24 3.12 0.043
C 1.72 2.62 2.87 1.358
C 2.88 2.09 2.04 0.696
O 3.79 3.08 2.33 -0.326
C 3.41 3.80 3.35 0.526
O 4.07 4.67 4.00 -0.661
O 2.25 3.54 3.67 -0.311
F 2.66 2.12 0.71 -0.315
H 1.13 1.70 3.34 -0.720
H 0.86 2.99 2.21 -0.671
H 3.19 1.04 2.44 0.243
C -2.29 -3.27 2.19 -1.077
O -2.60 -2.28 1.29 -0.016
C -3.88 -2.38 0.60 -0.985
C -3.52 -1.96 -0.88 -0.808
O -3.04 -0.80 -0.96 -0.026
C -2.55 -0.50 -2.23 -0.961
C -1.93 0.81 -2.34 -0.762
O -0.70 0.85 -1.57 -0.054
C -0.12 2.24 -1.56 -0.363
H -1.50 -2.69 2.72 0.181
H -1.91 -4.09 1.71 0.319
H -3.13 -3.38 2.83 0.503
H -4.52 -1.77 1.20 0.332
H -3.96 -3.39 0.60 0.672
H -4.48 -1.93 -1.34 0.385
H -2.85 -2.68 -0.98 0.533
H -3.32 -0.57 -2.83 0.668
H -1.77 -1.31 -2.69 0.244
H -2.59 1.55 -2.01 0.244
H -1.73 1.25 -3.25 0.666
H 0.06 2.53 -2.72 0.306
H 0.96 2.20 -0.94 -0.028
H -0.83 3.07 -1.15 0.135
C -2.91 -0.65 4.85 -0.939
O -1.91 0.14 4.29 -0.105
C -1.19 1.06 4.99 -1.007
C -1.81 2.45 4.68 -0.473
O -1.76 2.56 3.43 0.420
C -2.15 3.89 2.95 -1.147
C -2.11 4.00 1.54 -0.840
O -2.57 2.89 0.66 -0.129
C -3.87 2.55 0.90 -0.666
H -2.87 -0.97 5.93 0.429
H -3.45 -1.38 3.98 0.063
H -3.75 -0.06 5.11 0.430
H -0.28 1.17 4.52 0.073
H -1.39 0.84 5.96 0.757
H -1.15 3.12 5.32 0.326
H -2.95 2.35 5.01 0.237
H -1.51 4.44 3.46 0.708
H -3.14 4.12 3.35 0.398
H -1.04 3.82 1.31 0.012
H -2.54 4.79 1.19 0.837
H -4.20 1.69 0.31 0.140
H -4.59 3.41 0.70 0.266
H -3.87 2.32 2.03 0.205
C 2.16 -1.05 -1.09 0.151
O 3.05 -1.54 -2.08 -0.343
C 3.05 -2.96 -2.29 -0.955
C 4.24 -3.47 -3.14 -0.772
O 4.16 -2.76 -4.18 -0.193
C 5.05 -3.40 -5.25 -0.806
C 4.91 -2.39 -6.48 -0.490
O 3.67 -2.69 -7.06 -0.269
C 3.51 -1.93 -8.24 -0.749
H 1.04 -1.55 -1.22 -0.064
H 1.75 -0.10 -0.99 -0.187
H 2.61 -1.47 -0.01 0.233
H 2.11 -3.19 -2.65 0.436
H 3.15 -3.38 -1.41 0.668
H 4.23 -4.45 -3.22 0.579
H 5.21 -3.26 -2.61 0.314
H 4.58 -4.32 -5.38 0.411
H 6.08 -3.37 -5.02 0.374
H 5.79 -2.64 -7.03 0.420
H 5.04 -1.35 -6.22 0.370
H 3.29 -0.89 -8.22 0.293
H 2.58 -2.46 -8.86 0.207
H 4.42 -2.19 -8.89 0.313

---

Record 9
14
Properties=species:S:1:pos:R:3:mulliken_charge:R:1 method="wB97M-V/def2-TZVPD" multiplicity=1 e_homo_ev="-8.661 / -8.665" fmax_ha_per_bohr=0.0858 relative_energy_kcal_mol=97.5 e_tot_ev=-20105.112
C 1.55 -1.17 0.54 -0.638
C 2.07 -0.03 0.03 -0.149
C -0.06 -0.15 -0.33 0.422
C -1.42 0.20 -0.73 -0.192
N 0.27 -1.24 0.31 -0.524
N 1.02 0.61 -0.57 -0.060
O -1.39 1.94 0.58 -0.688
S -2.66 -0.79 0.06 -0.152
H 2.00 -1.93 1.04 0.523
H 3.06 0.50 -0.04 0.358
H -1.82 0.81 -1.52 0.311
H 0.94 1.48 -1.11 0.248
H -1.85 1.55 1.42 0.273
H -1.72 -1.78 0.32 0.268

---

Record 10
82
Properties=species:S:1:pos:R:3:mulliken_charge:R:1 method="wB97M-V/def2-TZVPD" multiplicity=3 e_homo_ev="-12.409 / -12.409" total_charge=+2 fmax_ha_per_bohr=0.0398 relative_energy_kcal_mol=0.0 e_tot_ev=-136937.852 s_squared=2.087
N 5.85 2.18 3.69 -0.548
C 6.23 1.03 3.13 -0.508
C 6.18 0.83 1.74 -0.340
C 5.63 1.86 0.93 0.674
C 5.30 3.08 1.55 -0.294
C 5.45 3.20 2.94 -0.494
C 5.21 1.62 -0.42 -0.529
Pt -0.72 0.30 -1.14 0.709
P -3.95 -1.73 -1.26 0.473
C 4.44 2.50 -1.12 -0.790
C 3.39 1.99 -1.96 0.515
C 2.30 2.81 -2.31 -0.625
C 1.04 2.25 -2.46 -0.213
C 0.92 0.89 -2.07 -0.797
C 2.01 0.01 -2.24 -0.092
C 3.26 0.59 -2.19 -0.706
Br -3.12 0.90 -1.89 -0.433
H 5.50 0.66 -0.85 0.530
H 4.46 3.57 -0.93 0.628
H 6.49 -0.12 1.32 0.496
H 4.84 3.91 0.98 0.186
H 6.59 0.24 3.79 0.390
H 5.23 4.17 3.43 0.358
H 2.46 3.89 -2.28 0.411
H 4.14 -0.03 -2.24 0.662
H 0.15 2.83 -2.78 0.447
H 1.86 -1.07 -2.37 0.795
P -0.90 1.27 0.89 0.712
C -3.11 -2.54 -2.72 -0.329
C -3.99 -3.43 -3.61 -1.326
H -2.27 -3.16 -2.31 0.354
H -2.56 -1.76 -3.30 0.349
H -3.41 -4.31 -3.93 0.337
H -4.87 -3.81 -3.08 0.300
H -4.33 -2.90 -4.51 0.406
C -5.57 -0.90 -1.47 -0.669
C -6.13 -0.92 -2.90 -1.149
H -5.34 0.15 -1.20 0.377
H -6.28 -1.25 -0.70 0.657
H -6.64 0.04 -3.05 0.390
H -5.34 -1.03 -3.68 0.179
H -6.88 -1.74 -3.03 0.318
C -4.09 -3.01 0.01 -0.241
C -5.17 -4.07 -0.22 -1.253
H -4.26 -2.45 0.94 0.233
H -3.08 -3.45 0.10 0.294
H -5.43 -4.53 0.75 0.406
H -6.09 -3.64 -0.65 0.305
H -4.78 -4.87 -0.87 0.316
C -1.29 0.32 2.42 -0.399
C -2.63 -0.44 2.47 -1.216
H -1.26 1.06 3.24 0.663
H -0.45 -0.37 2.60 -0.322
H -2.99 -0.42 3.51 0.398
H -3.41 0.00 1.82 0.209
H -2.51 -1.50 2.18 0.314
C -2.14 2.61 1.03 -0.628
C -1.92 3.81 0.10 -1.040
H -2.12 2.93 2.08 0.511
H -3.11 2.13 0.84 0.327
H -2.59 4.62 0.43 0.431
H -0.89 4.19 0.13 0.258
H -2.17 3.56 -0.94 0.232
C 0.73 2.11 1.09 0.727
C 1.39 1.69 2.40 -1.073
H 0.60 3.20 0.98 0.472
H 1.35 1.81 0.23 -0.914
H 2.37 2.16 2.51 0.278
H 0.76 1.97 3.26 0.363
H 1.53 0.59 2.43 0.017
S -0.30 -1.82 -0.24 -0.344
C 1.30 -1.95 0.41 -0.256
N 2.37 -2.41 -0.28 0.047
C 3.58 -2.50 0.53 -0.467
C 3.10 -2.03 1.89 -0.434
N 1.69 -1.72 1.68 0.111
H 2.26 -2.75 -1.24 0.371
H 4.36 -1.84 0.09 0.206
H 3.96 -3.55 0.58 0.370
H 3.62 -1.12 2.21 0.134
H 3.25 -2.83 2.65 0.356
H 1.01 -1.54 2.41 0.423

---

Record 11
17
Properties=species:S:1:pos:R:3:mulliken_charge:R:1 method="wB97M-V/def2-TZVPD" multiplicity=1 e_homo_ev="-10.888 / -12.488" total_charge=+1 fmax_ha_per_bohr=0.0831 relative_energy_kcal_mol=92.3 e_tot_ev=-83931.397
C 2.30 2.12 -0.66 -0.762
C -2.62 -1.36 0.77 -0.926
C 2.55 0.75 -0.76 -0.381
C -0.47 -0.58 -0.31 -0.359
N -1.16 -1.29 0.73 -0.253
Br -1.13 1.25 -0.19 -0.105
I 3.57 -0.38 0.64 0.242
H 1.41 2.45 0.01 0.220
H 3.04 2.66 -0.07 0.376
H 1.86 2.56 -1.68 0.303
H -3.00 -1.94 1.55 0.403
H -3.09 -0.39 0.70 0.320
H -3.00 -1.78 -0.19 0.359
H 2.26 0.26 -1.64 0.489
H -0.74 -1.02 -1.41 0.277
H -0.96 -2.29 0.78 0.405
H -0.81 -1.03 1.74 0.392

---

Record 12
21
Properties=species:S:1:pos:R:3:mulliken_charge:R:1 method="wB97M-V/def2-TZVPD" multiplicity=1 e_homo_ev=-8.765 fmax_ha_per_bohr=0.0633 smiles=CCN[C@@H](C)CN relative_energy_kcal_mol=37.1 e_tot_ev=-8391.009
C 1.73 0.22 -2.43 -1.100
C 0.68 0.58 -1.30 -0.372
N 0.53 -0.48 -0.33 -0.445
C -0.66 -0.17 0.54 0.538
C -1.80 -1.16 0.14 -1.624
C -0.30 -0.22 2.01 -0.613
N -0.13 1.11 2.62 -0.670
H 1.05 0.20 -3.28 0.277
H 2.30 -0.65 -2.11 0.350
H 2.40 1.03 -2.66 0.302
H 1.08 1.47 -0.78 0.280
H -0.16 1.06 -1.84 0.326
H 0.41 -1.37 -0.78 0.256
H -1.07 0.81 0.27 0.269
H -1.80 -1.24 -0.95 0.463
H -1.77 -2.06 0.73 0.356
H -2.79 -0.75 0.40 0.381
H -1.07 -0.73 2.58 0.215
H 0.64 -0.77 2.14 0.306
H 0.79 1.21 3.04 0.253
H -0.06 1.91 1.99 0.252